(1)
A single C5H8O molecule. Source: OMol25; level of theory: wB97M-V/def2-TZVPD.

Element x y z (Å)
C 2.098 0.646 -0.346
O 1.208 1.447 -1.088
C -0.112 0.980 -1.301
C -0.520 -0.206 -0.537
C -1.021 -0.925 0.290
C -1.761 -1.415 1.451
H 2.493 -0.200 -0.929
H 2.927 1.300 -0.061
H 1.639 0.246 0.566
H -0.799 1.761 -0.941
H -0.269 0.864 -2.381
H -2.388 -0.570 1.757
H -2.405 -2.272 1.240
H -1.089 -1.657 2.280

SMILES = CC#CCOC
Energy relative to the best compared isomer or geometry (same formula, charge and spin) = 275.3 kJ/mol
HOMO level = -9.24 eV
LUMO level = 0.0338 hartree
DFT total energy = -7359.402 eV
HOMO-LUMO gap = 10.2 eV



(2)
A molecular structure, C23H17Br2KNOS4. Source: OMol25; level of theory: wB97M-V/def2-TZVPD.

Element x y z (Å)
K -1.151 -0.738 0.539
S -0.189 2.724 3.033
C -0.582 3.672 1.675
C -1.470 3.035 0.859
C -1.895 1.724 1.295
C -1.259 1.432 2.468
C -1.367 0.198 3.265
C -0.553 -0.048 4.384
C -0.682 -1.231 5.081
C -1.624 -2.165 4.669
C -2.391 -1.847 3.561
N -2.273 -0.714 2.866
H -0.126 4.646 1.546
H -1.818 3.502 -0.058
H 0.178 0.691 4.687
H -0.050 -1.430 5.940
H -1.761 -3.105 5.188
H -3.151 -2.537 3.204
Br -5.847 0.635 1.199
C -4.262 0.172 0.180
Br -4.023 -1.754 0.071
H -3.370 0.678 0.654
H -4.431 0.508 -0.833
O 0.206 -1.471 -0.878
C 1.086 -0.824 -1.682
C 1.625 0.462 -0.996
C 2.004 0.592 0.309
C 2.468 1.901 0.635
C 2.416 2.751 -0.427
S 1.826 1.958 -1.823
C 2.307 -1.707 -2.012
C 3.622 -1.400 -2.192
C 4.434 -2.543 -2.480
C 3.709 -3.695 -2.502
S 2.054 -3.401 -2.169
C 0.395 -0.412 -3.009
C -0.773 0.285 -3.120
C -1.180 0.502 -4.468
C -0.311 -0.046 -5.367
S 0.992 -0.812 -4.569
H 1.979 -0.237 1.008
H 2.783 2.199 1.626
H 2.661 3.803 -0.457
H 3.999 -0.386 -2.120
H 5.504 -2.501 -2.647
H 4.064 -4.701 -2.680
H -1.320 0.647 -2.256
H -2.080 1.035 -4.752
H -0.371 -0.047 -6.446

Charge = -1
Energy relative to the best compared isomer or geometry (same formula, charge and spin) = 84.0 kJ/mol
HOMO level = -4.51 eV
LUMO level = 0.0857 hartree
DFT total energy = -227415.149 eV
HOMO-LUMO gap = 6.8 eV